# 1
Density functional theory data (wB97M-V/def2-TZVPD) for a gas-phase ion, C10H15N4 (charge +1) at a distorted geometry.

Each line ends with the Mulliken charge.
Geometry (Å):
C -3.90281 0.12606 0.23481  -0.442
C -3.01222 1.23295 0.38816  -0.613
C -1.64449 1.11584 0.19587  -0.306
C -1.07157 -0.12011 -0.03333  0.223
C 0.38835 -0.28137 -0.13152  0.858
N 0.98103 -1.67363 -0.30994  -0.480
C 2.36055 -1.68584 0.25018  -0.744
N 2.37458 -0.52623 1.18651  -0.460
C 1.25775 0.40433 0.94380  0.170
N 1.71597 1.64597 0.34640  -0.371
C 2.09798 1.39309 -0.98710  -0.571
N 0.97196 0.59461 -1.51142  -0.139
C -1.89672 -1.23125 -0.12734  -0.543
C -3.28758 -1.10402 0.02455  -0.839
H -5.04018 0.26396 0.26513  0.342
H -3.50589 2.21094 0.66625  0.333
H -1.12280 2.07681 0.32264  0.344
H 0.24742 -2.34771 0.15478  0.308
H 2.97607 -1.58453 -0.69159  0.200
H 2.56721 -2.59980 0.66405  0.460
H 2.39305 -0.91939 2.19923  0.373
H 0.68496 0.57956 1.91495  0.356
H 2.42972 2.06532 1.01284  0.364
H 2.17927 2.45849 -1.48903  0.355
H 3.10915 0.82508 -1.09882  0.283
H 0.08415 1.18176 -1.56597  0.471
H 1.10016 0.04414 -2.40839  0.361
H -1.43929 -2.22637 -0.24970  0.354
H -3.99577 -1.91866 -0.16600  0.352

For the molar mass, the calculation gives 191.3 Da. Its net charge is +1. As for the spin multiplicity: 1. As for the energy relative to the best compared isomer or geometry (same formula, charge and spin): 68.7 kcal/mol. The calculation puts the HOMO-LUMO gap at 9.94 eV. As for the electronic energy: -608.7803 Eh.



# 2
Density functional theory data (wB97M-V/def2-TZVPD) for a single C24H33N3O5 molecule.

Each line ends with the Mulliken charge.
Geometry (Å):
C 3.72353 -4.01434 -0.92271  -1.316
C 4.37996 -2.68774 -1.29549  1.012
C 5.38038 -2.90147 -2.43063  -1.680
C 3.35347 -1.63058 -1.71598  -1.549
C 2.42648 -1.16307 -0.59444  0.442
N 1.39683 -2.14445 -0.29193  0.023
C 0.75995 -2.13003 0.89946  -0.045
O 1.20831 -1.58261 1.88547  -0.684
C -0.58687 -2.85515 0.87626  -0.063
C -1.15576 -2.98882 2.28258  -1.139
C -1.96062 -1.71482 2.48760  0.530
O -2.38391 -1.31432 3.54427  -0.678
N -2.13646 -1.12934 1.26405  0.179
C -2.78586 0.08616 1.01378  0.326
C -2.96414 1.02934 2.02707  -0.430
C -3.59223 2.22662 1.75906  -0.999
C -4.04513 2.52682 0.48098  0.465
C -3.84472 1.59913 -0.54244  0.099
C -3.23014 0.38417 -0.27051  -0.098
O -4.23230 1.84354 -1.83659  -0.467
C -4.52537 3.20082 -2.07987  -0.464
C -5.38821 3.76503 -0.95151  -0.501
O -4.68068 3.72646 0.26643  -0.474
C -1.60227 -1.93147 0.18109  -0.858
C 1.65100 0.08015 -1.06979  -0.262
O 0.98135 -0.01169 -2.09011  -0.713
N 1.69871 1.19861 -0.33200  0.295
C 2.35004 1.33102 0.96257  -0.439
C 1.75844 2.50509 1.74392  -1.262
C 0.23952 2.46169 1.61792  -0.068
C -0.17335 2.71728 0.16223  0.276
C 0.97436 2.36846 -0.79134  -1.375
H 4.48558 -4.75430 -0.68831  0.446
H 3.08110 -3.90134 -0.05452  0.198
H 3.12856 -4.38976 -1.75277  0.283
H 4.92286 -2.31170 -0.42098  0.275
H 5.88494 -1.97164 -2.68290  0.404
H 6.13301 -3.63146 -2.14262  0.439
H 4.87109 -3.26702 -3.31964  0.350
H 3.88882 -0.75087 -2.08173  0.342
H 2.74498 -2.00402 -2.54216  0.357
H 2.99435 -0.98963 0.31849  0.729
H 0.90571 -2.49076 -1.10375  0.424
H -0.48242 -3.80942 0.35702  0.675
H -1.81778 -3.84970 2.38335  0.413
H -0.37722 -3.05163 3.04219  0.364
H -2.62721 0.81234 3.02536  0.529
H -3.74459 2.95536 2.53828  0.430
H -3.11848 -0.30042 -1.09423  0.453
H -5.04772 3.23880 -3.03683  0.343
H -3.59301 3.77898 -2.14433  0.273
H -5.64203 4.81074 -1.13117  0.346
H -6.30874 3.17017 -0.87066  0.291
H -2.40029 -2.51725 -0.29380  0.363
H -1.13829 -1.29011 -0.57416  0.471
H 3.43115 1.46744 0.82737  0.163
H 2.17309 0.42444 1.54715  0.454
H 2.05712 2.40847 2.78784  0.463
H 2.13918 3.45874 1.37461  0.400
H -0.22311 3.19704 2.27543  0.445
H -0.10310 1.47514 1.93434  -0.090
H -1.05173 2.11885 -0.07885  -0.494
H -0.43507 3.76628 0.01677  0.456
H 1.68039 3.20169 -0.86461  0.417
H 0.59454 2.14606 -1.78958  0.508

For the molar mass, the calculation gives 443.5 Da. As for the spin multiplicity: 1. As for the energy relative to the best compared isomer or geometry (same formula, charge and spin): 8.9 kcal/mol. The calculation puts the HOMO-LUMO gap at 8.55 eV. As for the electronic energy: -1474.8685 Eh.



# 3
Density functional theory data (wB97M-V/def2-TZVPD) for a gas-phase ion, C4H12N3O (charge +1) at a distorted geometry.

Each line ends with the Mulliken charge.
Geometry (Å):
N 1.99344 -2.60314 0.76815  -0.460
C 1.29745 -1.59292 1.55820  -0.470
C 1.19156 -0.30778 0.78037  -0.507
N 0.39763 -0.37367 -0.43434  -0.098
C -0.55056 0.49686 -0.71886  0.914
O -1.27503 0.27166 -1.71122  -0.706
C -0.96229 1.67220 0.11196  -0.971
N -2.05748 2.33093 -0.60326  -0.354
H 2.59471 -2.25187 0.04183  0.158
H 2.30178 -3.50162 1.07892  0.166
H 1.63647 -1.52436 2.62554  0.310
H 0.33180 -2.07931 1.70822  0.276
H 0.74485 0.45418 1.41915  0.290
H 2.24274 0.01968 0.58349  0.262
H 0.54915 -1.18902 -1.03295  0.316
H -1.35823 1.50658 1.15374  0.345
H -0.21724 2.42830 0.35898  0.390
H -2.94555 2.41721 -0.12838  0.354
H -2.33729 1.57780 -1.40883  0.433
H -1.93535 3.17238 -1.18333  0.353

For the molar mass, the calculation gives 118.2 Da. Its net charge is +1. As for the spin multiplicity: 1. As for the energy relative to the best compared isomer or geometry (same formula, charge and spin): 37.8 kcal/mol. The calculation puts the HOMO-LUMO gap at 8.52 eV. As for the electronic energy: -398.8571 Eh.



# 4
Density functional theory data (wB97M-V/def2-TZVPD) for a single C3H5N3 molecule.

Each line ends with the Mulliken charge.
Geometry (Å):
C -1.66428 -0.11447 0.09318  -0.682
N -0.23991 -0.23224 -0.14725  0.545
C 0.69039 0.73723 -0.01056  0.156
C 1.88245 0.06053 -0.01736  -0.630
N 1.61973 -1.26237 -0.18752  -0.348
N 0.33573 -1.43316 -0.25588  -0.564
H -2.22977 -0.56991 -0.72046  0.251
H -1.90413 -0.61257 1.03645  0.272
H -1.91454 0.94596 0.17815  0.294
H 0.40794 1.77686 -0.04663  0.314
H 2.89075 0.42241 0.12480  0.392

For the molar mass, the calculation gives 83.1 Da. As for the spin multiplicity: 1. As for the energy relative to the best compared isomer or geometry (same formula, charge and spin): 29.5 kcal/mol. The calculation puts the HOMO-LUMO gap at 10.61 eV. As for the electronic energy: -281.5431 Eh.



# 5
Density functional theory data (wB97M-V/def2-TZVPD) for a single C4H6S molecule at a distorted geometry.

Each line ends with the Mulliken charge.
Geometry (Å):
C 0.72844 -0.07047 0.86210  -0.426
C -0.46545 -0.64481 0.77658  -0.293
C -1.22778 -0.45595 -0.59069  -0.513
S -0.04485 0.35183 -1.58673  -0.202
C 1.12452 0.74299 -0.33108  -0.429
H 1.23857 0.16663 1.79546  0.322
H -0.96924 -1.11070 1.60823  0.363
H -2.12543 0.16084 -0.54087  0.289
H -1.51906 -1.42791 -0.98925  0.308
H 1.16246 1.80208 -0.22047  0.315
H 2.09782 0.48546 -0.78328  0.266

For the molar mass, the calculation gives 86.2 Da. As for the spin multiplicity: 1. As for the energy relative to the best compared isomer or geometry (same formula, charge and spin): 6.1 kcal/mol. The calculation puts the HOMO-LUMO gap at 9.32 eV. As for the electronic energy: -554.1625 Eh.



# 6
Density functional theory data (wB97M-V/def2-TZVPD) for a molecular structure, C13H6AsCl2F6N4O4S7SeV at a distorted geometry.

Each line ends with the Mulliken charge.
Geometry (Å):
V 1.13967 0.15876 -3.61409  0.796
Cl 3.04510 1.53073 2.47117  -0.236
C 1.33717 1.44525 2.95702  0.857
C 0.82147 0.14214 3.01747  -0.768
C -0.45205 -0.02052 3.59111  -0.639
C -1.21408 1.12001 3.93342  -0.834
C -0.58421 2.36191 3.90057  0.690
Cl -1.54502 3.64927 4.45112  -0.247
C 0.72249 2.62079 3.41800  -0.809
S 1.48976 4.23262 3.41764  -0.371
H 1.35080 -0.71038 2.60588  0.498
H -0.97942 -0.94791 3.58921  0.565
H -2.27073 1.13712 4.25284  0.314
S 1.23808 2.28806 -5.48007  -0.472
As 2.13408 0.42845 -6.18430  0.378
S 3.30664 0.06095 -4.27412  -0.463
S 0.46967 -0.88919 -5.60307  -0.425
S 3.07892 -0.07691 -7.95844  -0.499
F -2.47238 -0.93567 1.38685  -0.071
C -2.82130 -2.19931 1.33722  0.561
F -3.17162 -2.61970 2.57566  -0.251
F -3.96634 -2.33940 0.66549  -0.289
S -1.29133 -3.13271 0.72759  1.030
O -0.31029 -3.04359 1.80876  -0.576
O -1.83042 -4.41027 0.36305  -0.677
N -0.78274 -2.23269 -0.52726  -0.360
S 0.67932 -1.84874 -0.83512  1.352
O 1.46183 -1.19815 0.17731  -0.634
O 0.60629 -1.29656 -2.18768  -0.617
C 1.56974 -3.48357 -1.07882  0.376
F 2.79631 -3.15961 -1.42143  -0.197
F 1.01986 -4.30448 -1.94329  -0.221
F 1.59682 -4.17030 0.01590  -0.170
Se -3.28019 0.41707 -1.46511  0.239
N -2.73746 1.45187 -0.18625  -0.714
C -1.47813 1.74248 -0.54249  0.372
C -0.61115 2.39629 0.34174  -0.196
C 0.71820 2.66705 -0.08100  -1.050
C 1.10678 2.09180 -1.31990  0.009
N 0.33936 1.41498 -2.08531  -0.036
C -0.95320 1.18062 -1.74778  0.733
N -1.74100 0.44045 -2.46600  -0.594
H -1.07940 2.80291 1.19039  0.703
H 1.42615 3.16965 0.57585  0.473
H 2.11801 2.06848 -1.76974  0.467

For the molar mass, the calculation gives 896.4 Da. Its expectation value of S² is 2.04. Its net charge is -2. As for the spin multiplicity: 3. As for the energy relative to the best compared isomer or geometry (same formula, charge and spin): 23.8 kcal/mol. The calculation puts the HOMO-LUMO gap (alpha / beta) at 4.48 / 4.47 eV. As for the electronic energy: -10907.2515 Eh.